# 1
ORCA calculation (ωB97M-V/def2-TZVPD) on one molecule with the formula C14H16Cl2N2O4S.

Positions of all 39 atoms, in Å:
1 C 2.95397 5.03031 -1.59466
2 S 1.39082 5.14285 -0.68205
3 C 1.00800 3.36978 -0.49256
4 C 0.37136 2.80136 -1.75556
5 C 0.15330 1.28650 -1.70543
6 N -0.72528 0.90454 -0.61877
7 C -0.86068 -0.40868 -0.33136
8 O -0.36415 -1.26880 -1.03705
9 C -1.69275 -0.70600 0.86850
10 C -2.89195 -0.03065 1.08142
11 C -3.69449 -0.32146 2.16691
12 C -3.28923 -1.30047 3.06443
13 Cl -4.27538 -1.67157 4.42455
14 C -2.09946 -1.98549 2.88010
15 C -1.30785 -1.69263 1.77880
16 Cl 0.17451 -2.53420 1.57883
17 C 1.48948 0.55067 -1.53066
18 O 2.08194 0.48384 -0.48606
19 O 1.90567 0.05207 -2.68659
20 C 3.13201 -0.67068 -2.70007
21 C 2.95376 -2.19262 -2.82494
22 N 1.78868 -2.67499 -2.38117
23 O 3.84559 -2.87046 -3.28451
24 H 3.32462 6.04438 -1.69914
25 H 2.78627 4.59793 -2.57692
26 H 3.65986 4.43282 -1.02482
27 H 0.32879 3.32141 0.35802
28 H 1.92995 2.85178 -0.23327
29 H -0.58903 3.29293 -1.92774
30 H 1.01113 3.01410 -2.61449
31 H -0.28368 0.94566 -2.65285
32 H -0.99945 1.60333 0.05197
33 H -3.21287 0.71490 0.36931
34 H -4.62549 0.20028 2.31876
35 H -1.78690 -2.74263 3.58058
36 H 3.68716 -0.47117 -1.77563
37 H 3.71109 -0.32108 -3.55738
38 H 1.64493 -3.67060 -2.42066
39 H 1.06128 -2.10819 -1.96730

Summary:
* Kohn-Sham gap: 9.0 eV
* E: -2272.2019 Eh
* energy above the lowest of the compared OMol25 structures with the same formula, charge and spin: 0.00 kJ/mol
* HOMO energy: -8.9 eV
* molar mass: 379.265 g/mol
* strongest force on any atom: 0.7 eV/A
* lowest unoccupied orbital energy: 0.110 eV
* structure (SMILES): CSCC[C@H](NC(=O)c1ccc(Cl)cc1Cl)C(=O)OCC(N)=O

Atomic partial charges in e from the Löwdin method, atoms 1 to 8: atom 1 (C): -0.40, atom 2 (S): 0.80, atom 3 (C): -0.50, atom 4 (C): -0.19, atom 5 (C): -0.20, atom 6 (N): 0.14, atom 7 (C): -0.44, atom 8 (O): 0.04


# 2
ORCA calculation (ωB97M-V/def2-TZVPD) on C14H16F8NO6S2 as an isolated structure in a non-equilibrium geometry.

Positions of all 47 atoms, in Å:
1 O 1.00146 1.75138 -4.32842
2 S 1.20760 0.89632 -3.18442
3 O 0.63824 1.41292 -1.94583
4 C 2.98379 0.83047 -2.90844
5 C 3.33298 0.49251 -1.47294
6 C 3.09561 -0.96598 -1.14281
7 O 3.70384 -1.77693 -2.14250
8 N 0.91813 -0.66661 -3.40950
9 S -0.48268 -1.16015 -3.99898
10 O -0.35825 -2.58851 -4.20229
11 O -0.97004 -0.43053 -5.14062
12 C -1.72400 -1.00987 -2.72215
13 C -2.13305 0.21146 -2.21725
14 C -3.11014 0.30706 -1.24932
15 C -3.72137 -0.84975 -0.77893
16 C -3.32347 -2.08015 -1.28761
17 C -2.32294 -2.17369 -2.24253
18 H 3.32936 1.82113 -3.18000
19 H 3.37738 0.08532 -3.58680
20 H 2.74660 1.08482 -0.77771
21 H 4.38453 0.71964 -1.29349
22 H 2.03285 -1.16862 -1.04841
23 H 3.57723 -1.17375 -0.18149
24 H 3.39674 -2.67390 -2.00477
25 H -1.69466 1.12367 -2.58791
26 H -3.37735 1.28575 -0.89037
27 H -4.49211 -0.75927 -0.02907
28 H -3.80608 -2.98152 -0.93860
29 H -2.02889 -3.13027 -2.63479
30 C 0.74583 0.80669 4.45051
31 C -0.59864 1.13897 5.11922
32 C -1.68918 0.06586 5.09676
33 F -2.07349 -0.22570 3.84316
34 F -2.77289 0.53364 5.76778
35 F -1.08215 2.29825 4.62939
36 F -0.32112 1.34452 6.44314
37 O 0.97150 1.29203 3.14625
38 C 0.57682 0.56940 2.03774
39 C -0.45613 1.32891 1.20422
40 F -1.55654 1.59764 1.95249
41 F -0.82382 0.57448 0.16319
42 F 0.14231 -0.65880 2.38100
43 F 1.67002 0.40332 1.27195
44 H 1.48690 1.32750 5.05535
45 H 0.98118 -0.25514 4.53256
46 H -1.34221 -0.84546 5.59250
47 H -0.03968 2.27093 0.84072

Summary:
* Kohn-Sham gap: 7.9 eV
* E: -2644.6316 Eh
* energy above the lowest of the compared OMol25 structures with the same formula, charge and spin: 0.00 kJ/mol
* HOMO energy: -5.6 eV
* molar mass: 510.401 g/mol
* total charge: -1
* strongest force on any atom: 1.0 eV/A
* lowest unoccupied orbital energy: 2.210 eV

Atomic partial charges in e from the Löwdin method, atoms 1 to 8: atom 1 (O): -0.34, atom 2 (S): 0.52, atom 3 (O): -0.36, atom 4 (C): -0.24, atom 5 (C): -0.22, atom 6 (C): -0.29, atom 7 (O): -0.07, atom 8 (N): -0.31


# 3
ORCA calculation (ωB97M-V/def2-TZVPD) on a 2-piece molecular cluster, C14H16O overall in a non-equilibrium geometry.

Positions of all 31 atoms, in Å:
1 C 1.24033 3.33892 1.81304
2 C 0.15942 2.74142 0.93033
3 C -0.22901 3.44120 -0.19782
4 C -1.17970 2.87887 -1.05786
5 C -1.86219 1.73907 -0.68707
6 O -2.82635 1.18672 -1.46746
7 C -1.57741 1.14948 0.54024
8 C -0.52114 1.58133 1.30368
9 H 0.91705 3.15063 2.83918
10 H 1.23057 4.42954 1.77823
11 H 2.23812 2.99769 1.56664
12 H 0.21758 4.38380 -0.48094
13 H -1.33835 3.33351 -2.02961
14 H -3.08573 1.74615 -2.20494
15 H -2.30488 0.44143 0.90442
16 H -0.24299 1.04132 2.19976
17 C 2.53408 -3.55152 0.19463
18 C 1.24283 -2.89198 -0.20856
19 C 0.87188 -2.86154 -1.55375
20 C -0.35637 -2.29659 -1.88273
21 C -1.15549 -1.68787 -0.93126
22 C -0.80166 -1.70745 0.41242
23 C 0.41442 -2.30236 0.73670
24 H 2.30103 -4.27701 0.98161
25 H 3.31527 -2.86263 0.50094
26 H 2.93418 -4.20725 -0.58099
27 H 1.34211 -3.52432 -2.26969
28 H -0.73276 -2.42224 -2.89123
29 H -1.99492 -1.08789 -1.26130
30 H -1.43368 -1.40869 1.23089
31 H 0.68378 -2.49173 1.77249

Summary:
* Kohn-Sham gap: 9.1 eV
* E: -618.2884 Eh
* energy above the lowest of the compared OMol25 structures with the same formula, charge and spin: 72.52 kJ/mol
* HOMO energy: -8.3 eV
* molar mass: 200.281 g/mol
* strongest force on any atom: 1.5 eV/A
* lowest unoccupied orbital energy: 0.817 eV
* structure (SMILES): Cc1ccc(O)cc1.Cc1ccccc1

Atomic partial charges in e from the Löwdin method, atoms 1 to 8: atom 1 (C): -0.06, atom 2 (C): -0.28, atom 3 (C): -0.05, atom 4 (C): -0.02, atom 5 (C): -0.33, atom 6 (O): 0.04, atom 7 (C): -0.05, atom 8 (C): -0.04


# 4
ORCA calculation (ωB97M-V/def2-TZVPD) on a 2-piece molecular cluster, C14H16O2 overall in a non-equilibrium geometry.

Positions of all 32 atoms, in Å:
1 C -1.95487 3.16608 -1.05698
2 C -0.78356 2.30137 -1.41611
3 C -0.86530 0.90018 -1.51062
4 C 0.18544 0.12208 -2.05687
5 C 1.12417 0.86082 -2.83233
6 O 1.95584 0.33327 -3.76257
7 C 1.29486 2.24130 -2.60331
8 C 0.48514 2.83938 -1.64855
9 H -2.25384 4.06073 -1.60181
10 H -2.03221 3.20689 0.05173
11 H -2.77975 2.36421 -1.29330
12 H -1.75739 0.34329 -1.31661
13 H 0.48268 -0.89115 -1.86511
14 H 1.76249 -0.53952 -4.11059
15 H 2.18024 2.75639 -2.98743
16 H 0.66613 3.86051 -1.32895
17 C -0.32285 -0.46598 4.02724
18 C -0.01991 -1.30875 2.79226
19 C 1.24868 -1.88135 2.59216
20 C 1.46829 -2.52218 1.37371
21 C 0.43250 -2.73440 0.47876
22 O 0.61015 -3.49245 -0.65075
23 C -0.86126 -2.20962 0.65920
24 C -1.02155 -1.44849 1.80605
25 H 0.54197 0.07603 4.32260
26 H -0.45817 -1.10910 4.90767
27 H -1.10684 0.25979 3.83547
28 H 1.95714 -1.67522 3.38918
29 H 2.43358 -2.86528 1.02518
30 H 1.13975 -2.98860 -1.29587
31 H -1.68754 -2.40210 -0.03576
32 H -2.06402 -1.15813 2.11233

Summary:
* Kohn-Sham gap: 8.6 eV
* E: -693.4766 Eh
* energy above the lowest of the compared OMol25 structures with the same formula, charge and spin: 209.85 kJ/mol
* HOMO energy: -8.1 eV
* molar mass: 216.280 g/mol
* strongest force on any atom: 4.5 eV/A
* lowest unoccupied orbital energy: 0.500 eV
* structure (SMILES): Cc1ccc(O)cc1.Cc1ccc(O)cc1

Atomic partial charges in e from the Löwdin method, atoms 1 to 8: atom 1 (C): -0.06, atom 2 (C): -0.31, atom 3 (C): -0.05, atom 4 (C): -0.01, atom 5 (C): -0.32, atom 6 (O): 0.04, atom 7 (C): -0.01, atom 8 (C): -0.05


# 5
ORCA calculation (ωB97M-V/def2-TZVPD) on a 2-piece molecular cluster, C14H16O2 overall in a non-equilibrium geometry.

Positions of all 32 atoms, in Å:
1 C -2.81315 0.04715 -1.36870
2 C -2.25504 -1.16472 -0.68419
3 C -2.16007 -1.12018 0.70384
4 C -1.75669 -2.30875 1.36040
5 C -1.77375 -3.53592 0.77451
6 O -1.63642 -4.74270 1.41765
7 C -1.92389 -3.54039 -0.60924
8 C -1.92065 -2.36272 -1.33738
9 H -3.63649 -0.08459 -2.08128
10 H -2.04790 0.40066 -2.08737
11 H -3.23003 0.76826 -0.72557
12 H -2.41316 -0.26547 1.32227
13 H -1.48909 -2.22400 2.41165
14 H -1.84826 -4.62745 2.34940
15 H -1.93546 -4.51546 -1.11105
16 H -1.84260 -2.37340 -2.42426
17 C 0.36435 2.24592 2.17300
18 C 1.05568 2.16237 0.85326
19 C 1.90250 1.05186 0.57085
20 C 2.77224 1.20424 -0.48207
21 C 3.03971 2.48504 -1.08756
22 O 4.22350 2.55540 -1.67729
23 C 2.01225 3.43265 -0.97645
24 C 1.07204 3.28004 0.02159
25 H 0.20913 1.24411 2.51013
26 H -0.55968 2.80404 2.13387
27 H 0.95325 2.81663 2.88037
28 H 1.77763 0.20906 1.21263
29 H 3.49859 0.43513 -0.70944
30 H 4.32187 3.42853 -2.08407
31 H 2.00084 4.31193 -1.59533
32 H 0.27036 4.03293 -0.00955

Summary:
* Kohn-Sham gap: 8.7 eV
* E: -693.5007 Eh
* energy above the lowest of the compared OMol25 structures with the same formula, charge and spin: 146.66 kJ/mol
* HOMO energy: -7.9 eV
* molar mass: 216.280 g/mol
* strongest force on any atom: 4.0 eV/A
* lowest unoccupied orbital energy: 0.766 eV
* structure (SMILES): Cc1ccc(O)cc1.Cc1ccc(O)cc1

Atomic partial charges in e from the Löwdin method, atoms 1 to 8: atom 1 (C): -0.06, atom 2 (C): -0.29, atom 3 (C): -0.04, atom 4 (C): -0.04, atom 5 (C): -0.34, atom 6 (O): 0.05, atom 7 (C): -0.02, atom 8 (C): -0.04


# 6
ORCA calculation (ωB97M-V/def2-TZVPD) on C14H17AuNO10P2S as an isolated structure in a non-equilibrium geometry.

Positions of all 46 atoms, in Å:
1 Au -0.93721 -0.69887 1.78518
2 C -2.90719 -1.32365 -2.31116
3 C -3.49257 -0.04951 -0.24240
4 O -4.63147 0.23179 -0.96531
5 P -2.54425 1.54197 -0.00485
6 O -2.65097 2.19793 -1.42700
7 O -3.41508 2.49666 0.88623
8 O -1.14109 1.34857 0.42891
9 P -3.81747 -0.61006 1.53076
10 O -5.09797 0.31060 1.81072
11 O -4.09290 -2.04115 1.61108
12 O -2.70802 0.06800 2.34701
13 H -3.59335 0.37374 -2.95907
14 H -3.87611 -1.84605 -2.37320
15 H -2.09670 -1.99958 -2.59856
16 H -5.39268 -0.25515 -0.61315
17 H -2.78514 3.14760 -1.40447
18 H -3.50153 2.24216 1.81114
19 H -5.77123 -0.18633 2.28157
20 O 0.76809 -1.70242 1.53075
21 S 2.13505 -1.77690 0.90548
22 C 2.11599 -1.06439 -0.76378
23 C 1.16114 -0.15441 -1.17272
24 C 1.23583 0.35848 -2.45846
25 C 2.25859 -0.02877 -3.30818
26 C 3.21911 -0.93355 -2.87896
27 C 3.14040 -1.46912 -1.60492
28 C 3.13035 -0.48922 1.69428
29 C 2.60297 0.75541 2.00199
30 C 3.40740 1.67599 2.65544
31 C 4.71475 1.35121 2.98970
32 C 5.23340 0.10765 2.66586
33 C 4.43816 -0.81877 2.01736
34 H 0.38005 0.15933 -0.50607
35 H 0.48613 1.06487 -2.78063
36 H 2.30703 0.37369 -4.30720
37 H 4.01568 -1.23946 -3.53934
38 H 3.87018 -2.18434 -1.25957
39 H 1.58075 0.99326 1.74131
40 H 3.01080 2.64829 2.90515
41 H 5.32984 2.06819 3.51031
42 H 6.24803 -0.14921 2.93183
43 H 4.81918 -1.79909 1.77557
44 O -2.83622 -0.21151 -3.10901
45 N -2.68743 -1.00289 -0.89982
46 O -1.63231 -1.48102 -0.32981

Summary:
* Kohn-Sham gap (alpha / beta): 9.3 / 6.0 eV
* expectation value of S²: 2.01
* E: -2567.2440 Eh
* energy above the lowest of the compared OMol25 structures with the same formula, charge and spin: 0.00 kJ/mol
* HOMO energy (alpha / beta): -12.2 / -12.3 eV
* molar mass: 650.269 g/mol
* total charge: +1
* strongest force on any atom: 2.1 eV/A
* lowest unoccupied orbital energy (alpha / beta): -2.844 / -6.313 eV
* 2S+1: 3

Atomic partial charges in e from the Löwdin method, atoms 1 to 8: atom 1 (Au): 1.19, atom 2 (C): -0.18, atom 3 (C): -0.52, atom 4 (O): 0.02, atom 5 (P): 0.49, atom 6 (O): -0.06, atom 7 (O): -0.06, atom 8 (O): -0.31